# 1
Entry from the OMol25 dataset: a cluster of 2 separate species, C18H27FN4O3S in total (ωB97M-V with the def2-TZVPD basis set).

Atoms and positions in Å:
C 6.293 -0.344 1.254
N 5.192 -1.303 1.320
C 4.283 -1.492 0.357
O 4.306 -0.844 -0.685
C 3.202 -2.585 0.527
C 1.907 -2.041 1.159
C 1.264 -0.911 0.346
S -0.299 -0.291 1.027
C 0.291 0.626 2.474
N 3.610 -3.822 1.227
C 4.027 -3.952 2.488
C 4.353 -5.355 2.940
O 4.147 -3.017 3.268
H 5.937 0.645 1.547
H 6.679 -0.289 0.233
H 7.100 -0.649 1.921
H 5.071 -1.837 2.175
H 2.943 -2.884 -0.489
H 2.127 -1.670 2.159
H 1.184 -2.854 1.244
H 1.067 -1.283 -0.660
H 1.961 -0.076 0.267
H 1.011 1.381 2.158
H -0.552 1.113 2.963
H 0.765 -0.056 3.179
H 3.558 -4.672 0.689
H 4.626 -5.331 3.995
H 3.479 -5.990 2.809
H 5.187 -5.739 2.356
O -3.593 -1.197 0.193
C -3.443 -0.103 -0.335
C -2.899 -0.026 -1.758
C -2.113 1.265 -1.944
N -2.950 2.374 -1.435
C -3.800 3.084 -2.304
C -4.699 4.063 -1.857
C -5.516 4.734 -2.761
C -5.395 4.395 -4.102
C -4.485 3.414 -4.486
F -4.373 3.093 -5.793
N -3.717 2.779 -3.600
C -3.111 2.343 0.031
C -3.979 1.140 0.369
H -2.254 -0.885 -1.958
H -3.736 -0.048 -2.461
H -1.177 1.218 -1.378
H -1.825 1.389 -2.994
H -4.775 4.324 -0.813
H -6.219 5.496 -2.432
H -5.997 4.878 -4.862
H -3.541 3.259 0.441
H -2.129 2.232 0.505
H -3.990 0.979 1.450
H -5.004 1.321 0.035

Its SMILES is CNC(=O)[C@H](CCSC)NC(C)=O.O=C1CCN(c2cccc(F)n2)CC1. For the energy relative to the best compared isomer or geometry (same formula, charge and spin), the calculation gives 0.0000 eV. The orbital gap comes out at 8.55 eV. The LUMO energy is 0.5 eV.

# 2
Entry from the OMol25 dataset: an isolated molecule of C3H3N3O (ωB97M-V with the def2-TZVPD basis set).

Atoms and positions in Å:
H 1.866 1.181 0.566
N 0.904 1.185 0.237
N 0.155 0.681 1.129
C -0.891 -0.039 0.786
N -0.773 -0.899 -0.194
C 0.078 -0.777 -1.192
C 0.534 0.422 -1.699
O 0.859 1.192 -2.467
H -1.596 -0.050 1.486
H 0.437 -1.635 -1.544

Its SMILES is [H]/N=N/C=N\C=C=O. For the energy relative to the best compared isomer or geometry (same formula, charge and spin), the calculation gives 4.0157 eV. The orbital gap comes out at 8.51 eV. The LUMO energy is -0.2 eV.

# 3
Entry from the OMol25 dataset: a cluster of 2 separate species, C4H11N2O in total (ωB97M-V with the def2-TZVPD basis set).

Atoms and positions in Å:
C 1.915 -2.000 -1.993
C 0.976 -1.152 -1.174
C -0.324 -1.552 -1.040
N -1.281 -0.924 -0.115
H 1.505 -3.046 -2.072
H 2.208 -1.520 -2.938
H 2.807 -2.309 -1.402
H 1.428 -0.192 -0.850
H -0.741 -2.467 -1.542
H -0.863 -0.120 0.395
H -2.127 -0.626 -0.604
H -1.597 -1.557 0.649
C -0.428 2.416 1.760
N -1.140 3.204 2.666
O -0.776 1.329 1.276
H 0.519 2.897 1.531
H -0.468 3.661 3.251
H -1.613 3.958 2.202

For the energy relative to the best compared isomer or geometry (same formula, charge and spin), the calculation gives 2.3941 eV. The orbital gap comes out at 11.11 eV. As for the charge: +1. The LUMO energy is -3.0 eV.

# 4
Entry from the OMol25 dataset: a structure of composition C32H57N5O5PdS3 (ωB97M-V with the def2-TZVPD basis set).

Atoms and positions in Å:
Pd -3.940 -0.177 -1.247
C -0.161 0.227 0.919
C -0.870 0.838 -0.293
C -0.053 0.611 -1.565
O -2.139 0.329 -0.330
H 0.830 0.641 1.124
H -0.184 -0.871 0.881
H -0.782 0.382 1.810
H -0.883 1.935 -0.084
H 0.223 -0.446 -1.671
H 0.886 1.173 -1.519
H -0.616 0.883 -2.456
C -4.740 2.018 1.050
C -5.310 2.317 -0.323
C -4.433 3.323 -1.055
O -5.419 1.145 -1.108
H -4.707 2.920 1.669
H -3.732 1.596 0.994
H -5.388 1.303 1.565
H -6.342 2.676 -0.226
H -3.451 2.872 -1.224
H -4.286 4.238 -0.473
H -4.871 3.585 -2.018
C 4.179 -2.568 -2.360
S 4.015 -2.626 -0.570
O 2.930 -3.636 -0.307
C 3.248 -1.019 -0.359
H 3.207 -2.539 -2.845
H 4.748 -3.451 -2.646
H 4.763 -1.687 -2.631
H 3.699 -0.270 -1.008
H 3.411 -0.709 0.672
H 2.179 -1.102 -0.555
C -3.869 -0.780 3.082
S -5.154 -1.314 1.960
O -4.479 -1.478 0.632
C -5.301 -2.991 2.608
H -4.296 -0.624 4.071
H -3.472 0.157 2.699
H -3.067 -1.519 3.063
H -6.299 -3.344 2.358
H -5.155 -2.990 3.686
H -4.534 -3.593 2.125
C -3.743 -4.636 -0.943
S -2.517 -3.549 -1.698
O -3.018 -2.157 -1.650
C -1.372 -3.578 -0.310
H -4.352 -4.017 -0.279
H -3.240 -5.355 -0.297
H -4.345 -5.107 -1.712
H -0.803 -4.509 -0.297
H -1.968 -3.469 0.595
H -0.700 -2.733 -0.433
N 3.929 4.365 -0.116
C 3.168 3.230 0.014
C 3.703 2.458 1.016
C 4.839 3.159 1.508
C 4.950 4.318 0.791
H 3.631 5.201 -0.585
H 2.219 3.173 -0.498
H 3.180 1.576 1.347
H 5.478 2.838 2.314
H 5.639 5.139 0.892
N 2.130 -2.270 2.510
C 2.416 -1.188 3.297
C 3.178 -1.615 4.340
C 3.376 -3.022 4.179
C 2.734 -3.397 3.032
H 1.659 -2.250 1.623
H 2.031 -0.212 3.048
H 3.626 -1.018 5.116
H 4.012 -3.664 4.765
H 2.711 -4.276 2.411
N 0.344 3.821 -5.273
C 1.134 4.927 -5.408
C 1.440 5.378 -4.155
C 0.876 4.455 -3.223
C 0.215 3.503 -3.939
H -0.048 3.258 -6.006
H 1.315 5.317 -6.395
H 2.061 6.224 -3.916
H 0.825 4.562 -2.151
H -0.464 2.714 -3.671
N 0.555 3.425 2.766
C -0.089 2.666 3.718
C 0.664 2.717 4.853
C 1.847 3.446 4.552
C 1.734 3.896 3.256
H 0.227 3.500 1.819
H -0.982 2.121 3.469
H 0.453 2.323 5.834
H 2.580 3.794 5.262
H 2.393 4.546 2.707
N 1.226 -4.165 -2.581
C 1.726 -5.304 -3.115
C 1.225 -5.416 -4.386
C 0.396 -4.289 -4.615
C 0.422 -3.538 -3.482
H 1.464 -3.794 -1.669
H 2.441 -5.948 -2.635
H 1.434 -6.239 -5.050
H -0.233 -4.110 -5.471
H -0.118 -2.658 -3.173

The spin multiplicity is 3. Its expectation value of S² is 2.01. The orbital gap (spin up / spin down) comes out at 8.18 / 7.31 eV. The LUMO energy (spin up / spin down) is 0.3 / -0.6 eV.

# 5
Entry from the OMol25 dataset: an isolated molecule of C6H10O3 (ωB97M-V with the def2-TZVPD basis set).

Atoms and positions in Å:
C -2.098 1.280 0.366
C -1.129 0.132 0.182
C -1.562 -1.072 -0.062
O -2.022 -2.144 -0.156
C 0.350 0.392 0.231
C 0.888 0.907 -1.102
C 1.101 -0.984 0.624
O 2.472 -0.793 0.764
O 0.834 -1.949 -0.348
H -2.677 1.463 -0.538
H -1.538 2.182 0.602
H -2.795 1.083 1.180
H 0.564 1.118 1.023
H 1.937 1.186 -1.017
H 0.783 0.137 -1.863
H 0.321 1.783 -1.412
H 0.745 -1.292 1.618
H 2.843 -0.600 -0.107
H 0.984 -2.831 0.016

Its SMILES is CC(=C=O)[C@H](C)C(O)O. For the energy relative to the best compared isomer or geometry (same formula, charge and spin), the calculation gives 1.1999 eV. The orbital gap comes out at 9.08 eV. The LUMO energy is 0.7 eV.

# 6
Entry from the OMol25 dataset: a structure of composition C32H32BrFN5O10PZr (ωB97M-V with the def2-TZVPD basis set).

Atoms and positions in Å:
Zr 10.551 13.322 13.880
C 14.831 6.895 13.397
C 15.373 8.176 12.713
C 15.823 7.706 11.298
C 16.100 8.836 10.450
C 14.907 9.732 10.269
C 14.516 10.307 9.097
C 13.450 11.188 9.060
F 13.100 11.679 7.906
C 12.716 11.544 10.171
C 13.060 10.895 11.403
C 12.226 11.092 12.561
O 11.219 11.814 12.383
C 12.510 10.361 13.773
C 13.641 9.529 13.762
N 14.381 9.286 12.648
C 14.141 9.974 11.452
C 11.581 10.404 14.985
O 11.792 9.658 15.920
O 10.662 11.340 14.957
H 15.660 6.294 13.498
H 14.227 6.433 12.636
H 14.319 7.025 14.351
H 16.268 8.544 13.218
H 14.998 7.082 10.814
H 16.751 7.109 11.452
H 16.400 8.574 9.406
H 16.995 9.352 10.754
H 15.131 10.169 8.173
H 11.868 12.186 10.145
H 13.927 9.038 14.687
N 8.388 12.405 14.017
C 7.322 13.002 13.156
C 7.986 14.009 12.305
O 7.352 14.443 11.405
O 9.231 14.253 12.612
H 8.469 11.429 14.096
H 8.314 12.619 15.049
H 6.629 13.393 13.850
H 6.824 12.313 12.528
N 5.213 14.728 20.703
C 5.526 13.909 19.970
C 5.990 12.828 19.143
C 6.869 11.873 19.660
C 7.224 10.823 18.844
C 6.653 10.628 17.615
N 5.761 11.542 17.092
C 5.467 12.583 17.836
H 7.272 11.919 20.618
H 8.027 10.133 19.080
H 6.734 9.684 17.055
H 4.690 13.175 17.343
Br 9.865 16.999 16.740
C 10.269 15.799 18.149
C 10.922 16.278 19.233
C 11.043 15.483 20.334
C 10.551 14.155 20.316
C 9.877 13.663 19.205
C 9.797 14.518 18.109
C 9.291 13.871 16.820
O 8.251 13.220 16.775
O 10.071 14.085 15.752
H 11.203 17.382 19.244
H 11.606 15.829 21.247
H 10.661 13.542 21.170
H 9.567 12.618 19.071
C 15.386 12.946 15.279
P 13.729 13.699 15.602
C 13.974 15.475 15.642
C 13.180 13.136 17.204
O 12.668 13.332 14.573
H 16.104 13.451 15.885
H 15.564 13.010 14.238
H 15.436 11.926 15.541
H 14.507 15.702 16.500
H 12.952 15.908 15.746
H 14.518 15.839 14.780
H 13.802 13.520 17.976
H 13.179 12.004 17.131
H 12.197 13.552 17.313
O 11.923 14.555 12.332
N 11.864 15.641 12.931
O 11.122 15.574 13.944

For the energy relative to the best compared isomer or geometry (same formula, charge and spin), the calculation gives 0.6138 eV. The orbital gap comes out at 8.31 eV. The LUMO energy is -0.7 eV.

# 7
Entry from the OMol25 dataset: a cluster of 5 separate species, C39H80ClN6O9PS in total (ωB97M-V with the def2-TZVPD basis set).

Atoms and positions in Å:
N 4.915 5.286 5.551
C 4.466 5.684 4.162
C 2.829 5.619 4.114
Cl 2.520 4.359 2.791
O 2.307 5.376 5.469
S 0.599 5.594 5.295
O 0.039 4.152 5.375
O -0.143 6.508 6.300
O 0.553 6.430 3.790
C 1.962 6.916 3.611
P 2.285 8.593 4.501
N 3.976 9.174 4.190
O 2.250 8.392 6.256
H 5.786 4.699 5.467
H 5.116 6.165 6.084
H 4.934 6.728 3.920
H 4.886 4.911 3.357
H 2.055 7.124 2.450
H 4.571 8.671 4.905
H 4.286 8.768 3.271
H 1.483 8.957 6.606
C 2.970 4.864 -2.585
C 1.917 5.451 -1.603
C 0.492 5.302 -2.205
C 0.199 6.284 -3.334
C 0.503 7.719 -2.913
C 1.932 7.897 -2.337
N 2.265 6.878 -1.287
O 1.575 7.235 -0.116
C 2.968 7.829 -3.492
C 2.076 9.365 -1.817
C 2.014 4.515 -0.354
H 2.682 4.970 -3.633
H 3.953 5.329 -2.444
H 3.118 3.787 -2.432
H -0.263 5.451 -1.416
H 0.345 4.278 -2.574
H 0.777 6.021 -4.229
H -0.855 6.204 -3.623
H 0.356 8.381 -3.776
H -0.243 8.024 -2.166
H 3.992 7.862 -3.104
H 2.854 8.680 -4.175
H 2.869 6.945 -4.121
H 1.322 9.621 -1.064
H 1.948 10.086 -2.632
H 3.067 9.533 -1.381
H 3.006 4.576 0.110
H 1.846 3.467 -0.636
H 1.261 4.743 0.410
C -1.801 -2.017 -1.019
C -0.768 -0.916 -0.645
C -0.560 -0.888 0.895
C -1.722 -0.259 1.657
C -2.075 1.114 1.094
C -2.318 1.103 -0.438
N -1.223 0.407 -1.192
O -0.110 1.265 -1.213
C -3.684 0.431 -0.741
C -2.533 2.577 -0.915
C 0.560 -1.417 -1.303
H -2.559 -2.170 -0.248
H -2.306 -1.788 -1.965
H -1.325 -2.996 -1.157
H 0.354 -0.322 1.137
H -0.395 -1.905 1.272
H -2.599 -0.918 1.628
H -1.454 -0.161 2.715
H -2.963 1.495 1.616
H -1.259 1.808 1.340
H -3.840 0.328 -1.821
H -4.514 1.032 -0.350
H -3.803 -0.551 -0.284
H -1.689 3.230 -0.663
H -3.414 3.021 -0.437
H -2.689 2.621 -1.999
H 0.468 -1.463 -2.394
H 0.815 -2.426 -0.950
H 1.422 -0.788 -1.054
C 1.681 -6.155 5.537
C 2.477 -6.476 4.240
C 3.603 -5.424 4.038
C 3.095 -4.068 3.561
C 2.206 -4.211 2.329
C 1.056 -5.234 2.521
N 1.532 -6.545 3.074
O 2.186 -7.231 2.036
C -0.028 -4.626 3.451
C 0.306 -5.395 1.158
C 3.152 -7.853 4.552
H 1.633 -5.086 5.754
H 0.659 -6.549 5.488
H 2.141 -6.610 6.423
H 4.331 -5.796 3.298
H 4.164 -5.288 4.972
H 2.548 -3.561 4.366
H 3.947 -3.422 3.323
H 1.799 -3.226 2.069
H 2.838 -4.510 1.482
H -0.810 -5.361 3.676
H -0.519 -3.768 2.976
H 0.363 -4.244 4.393
H 0.970 -5.709 0.345
H -0.137 -4.444 0.838
H -0.506 -6.126 1.239
H 2.401 -8.635 4.711
H 3.763 -7.791 5.463
H 3.833 -8.183 3.759
C -3.344 -6.248 -6.293
C -2.974 -5.522 -4.968
C -2.553 -6.564 -3.895
C -3.723 -7.346 -3.308
C -4.820 -6.410 -2.809
C -5.278 -5.381 -3.876
N -4.128 -4.668 -4.524
O -3.634 -3.731 -3.600
C -6.136 -6.098 -4.953
C -6.295 -4.398 -3.209
C -1.711 -4.681 -5.347
H -3.772 -7.239 -6.131
H -4.046 -5.656 -6.892
H -2.465 -6.412 -6.929
H -2.032 -6.056 -3.067
H -1.828 -7.270 -4.320
H -4.129 -8.042 -4.053
H -3.368 -7.967 -2.479
H -5.674 -7.012 -2.471
H -4.447 -5.887 -1.918
H -6.398 -5.414 -5.767
H -7.076 -6.468 -4.526
H -5.655 -6.976 -5.386
H -5.877 -3.887 -2.334
H -7.184 -4.932 -2.852
H -6.633 -3.638 -3.922
H -1.950 -3.930 -6.109
H -0.920 -5.324 -5.755
H -1.266 -4.169 -4.486

The spin multiplicity is 5. Its expectation value of S² is 6.02. The orbital gap (spin up / spin down) comes out at 9.05 / 8.33 eV. The LUMO energy (spin up / spin down) is 0.2 / -0.5 eV.

# 8
Entry from the OMol25 dataset: an isolated molecule of C3H4ClF (ωB97M-V with the def2-TZVPD basis set).

Atoms and positions in Å:
C 0.395 -0.565 -0.065
C -1.308 -0.493 -0.177
F -1.794 -1.674 0.375
C -2.176 0.534 -0.291
Cl -3.836 0.282 0.064
H 0.750 -0.343 -0.970
H 0.621 0.173 0.656
H 0.595 -1.554 0.224
H -2.026 1.559 -0.477

Its SMILES is C/C(F)=C/Cl. For the energy relative to the best compared isomer or geometry (same formula, charge and spin), the calculation gives 0.9908 eV. The orbital gap comes out at 10.31 eV. The LUMO energy is 0.9 eV.